No. 1
Here is C3H11N2O2 as an isolated structure from the Open Molecules 2025 dataset. Energies are from the ωB97M-V functional and the def2-TZVPD basis.

Results
* LUMO energy: 4.39 eV
* electronic energy: -380.8565 Eh
* frontier orbital gap: 7.26 eV
* net charge: -1
* energy relative to the best compared isomer or geometry (same formula, charge and spin): 113.9 kJ/mol

```
18
Properties=species:S:1:pos:R:3:forces:R:3:lowdin_charge:R:1
N 2.3006 -1.2172 0.5202 0.5159 -0.8355 0.3748 -0.014
C 1.3120 -0.9457 1.5631 -2.8348 -0.3524 -0.5112 -0.461
O 0.6796 0.2762 1.4514 0.3589 0.5116 0.4109 -0.243
H 3.2432 -0.9245 0.7209 -0.0693 0.3648 0.1107 0.028
H 2.0263 -0.9145 -0.4131 -0.2829 0.1259 0.5948 0.047
H 0.4411 -1.7458 1.4126 1.7616 0.8211 0.4543 0.105
H 1.6519 -1.0085 2.6344 0.4871 -0.4855 -1.1677 0.096
C -0.4046 1.7685 -1.3092 -1.2596 -1.4750 -0.3265 -0.223
N -0.5211 0.4068 -0.7619 -0.7234 -0.0772 0.4715 -0.207
C -1.8975 0.0262 -0.4569 1.8574 -1.1989 -1.0011 -0.349
O -1.9955 -1.4367 -0.2415 0.8162 1.0121 -0.2741 -0.137
H -0.8048 1.8543 -2.3645 0.2190 -0.0964 0.6083 0.053
H 0.6472 1.9855 -1.3517 0.4624 0.4876 0.0983 0.042
H -0.9697 2.5195 -0.7256 0.3411 0.1515 0.0552 0.053
H 0.0932 0.3460 0.4607 0.2842 0.0374 -0.4725 0.004
H -2.2255 0.4488 0.4637 -0.7485 0.7218 0.8626 0.085
H -2.5231 0.2435 -1.3085 -0.7742 0.3284 -0.2578 0.082
H -1.0533 -1.6824 -0.2940 -0.4111 -0.0413 -0.0306 0.040
```
Forces are in eV/Å.

No. 2
Here is a 12-piece molecular cluster, C31H86O12 overall from the Open Molecules 2025 dataset. Energies are from the ωB97M-V functional and the def2-TZVPD basis.

Results
* LUMO energy: -0.06 eV
* electronic energy: -2135.5266 Eh
* SMILES string: CC(C)O.CC(C)O.CC(C)O.CC(C)O.CC(C)O.CC(C)O.CC(C)O.CC(C)O.CC(C)O.CCO.CCO.O
* frontier orbital gap: 9.78 eV
* net charge: 0
* energy relative to the best compared isomer or geometry (same formula, charge and spin): 112.3 kJ/mol

```
129
Properties=species:S:1:pos:R:3:forces:R:3:lowdin_charge:R:1
C -4.7626 -1.7047 -1.3665 0.2256 0.1173 -0.1690 -0.049
C -3.6029 -2.5941 -0.9805 -0.5227 -1.0726 0.2981 -0.487
C -4.1270 -3.8681 -0.3071 0.0693 -0.6732 0.1774 -0.053
O -2.9053 -2.9533 -2.1684 0.2507 0.3273 -0.1204 -0.047
H -5.2776 -2.2010 -2.1911 -0.1324 0.0382 0.0601 0.091
H -4.4621 -0.7155 -1.7149 0.0987 -0.0388 0.0611 0.068
H -5.4448 -1.6067 -0.5225 -0.0499 0.1017 -0.0327 0.074
H -2.9033 -2.1601 -0.2547 -0.1490 0.4637 -0.1732 0.112
H -3.2659 -4.4461 0.0413 -0.1422 0.0314 0.2715 0.057
H -4.6829 -4.5650 -0.9416 0.1154 0.4355 -0.5475 0.086
H -4.8212 -3.6928 0.5184 0.3662 0.3022 0.2174 0.064
H -2.0630 -3.3521 -1.9235 -0.0741 -0.0510 0.0000 0.087
C -3.3296 3.0405 3.7684 -0.2330 -0.0587 0.2829 -0.059
C -2.4385 4.1912 3.3043 -0.0686 -0.2990 0.0824 -0.486
C -1.3473 3.6191 2.3984 0.0379 -0.0577 0.5446 -0.064
O -3.1913 5.2165 2.6812 0.0985 -0.4578 -0.2058 -0.050
H -3.9729 2.6926 2.9552 0.2495 -0.0365 -0.1906 0.058
H -4.0209 3.2784 4.5795 0.1910 0.3415 0.0413 0.084
H -2.7191 2.2009 4.1050 -0.0329 -0.0536 -0.0241 0.070
H -1.9363 4.6527 4.1572 -0.1542 0.0645 0.0786 0.135
H -0.7398 4.4251 1.9888 -0.0678 -0.1078 -0.2853 0.075
H -1.7731 2.9532 1.6448 0.0097 0.2917 -0.3093 0.063
H -0.6986 2.9909 3.0170 0.0963 0.0285 -0.0425 0.072
H -3.5890 4.7969 1.8952 -0.0684 0.4645 0.0101 0.045
C -6.7464 3.6402 -0.3211 0.5845 -0.2209 0.6536 -0.046
C -5.4185 3.2105 0.3361 -0.0833 0.2028 -1.5277 -0.459
C -4.7946 2.0104 -0.3643 -0.3048 -0.8540 0.7220 -0.065
O -4.4677 4.2830 0.2824 -0.1426 0.0745 0.5616 -0.070
H -6.6599 3.8379 -1.3893 0.1277 -0.1966 -0.0570 0.080
H -7.0783 4.5610 0.1565 -0.1951 -0.0841 0.0596 0.081
H -7.4478 2.8267 -0.1323 -0.3007 0.1955 -0.2217 0.082
H -5.6507 2.9854 1.3759 0.4209 0.1618 0.1546 0.130
H -5.3779 1.1051 -0.1602 -0.2034 0.1388 -0.2930 0.068
H -3.8154 1.7549 0.0478 0.1343 0.3599 -0.0427 0.066
H -4.7166 2.1379 -1.4448 -0.0237 0.1249 -0.0005 0.086
H -4.1970 4.3965 -0.6345 0.0190 0.0460 0.0015 0.100
C -4.6760 -2.5092 3.5525 0.6899 -0.6149 -0.5152 -0.044
C -3.4468 -1.7354 3.1075 -0.1265 0.6092 -0.1034 -0.495
C -3.7791 -0.2940 2.7031 0.2465 -0.1541 0.4238 -0.055
O -2.5004 -1.7083 4.1731 0.1976 0.1648 -0.4549 -0.066
H -4.3243 -3.4555 3.9689 -0.1432 0.0512 0.2137 0.082
H -5.2530 -2.7844 2.6673 -0.2685 0.2374 0.1172 0.064
H -5.2849 -1.9795 4.2807 0.0186 0.0893 -0.0056 0.083
H -2.9721 -2.2279 2.2449 -0.2191 -0.1957 0.0483 0.112
H -4.3923 -0.2213 1.8032 -0.0557 -0.0504 0.0461 0.069
H -2.8500 0.2599 2.5513 0.0110 -0.0018 -0.2478 0.055
H -4.2636 0.1956 3.5506 -0.2197 -0.0032 -0.1290 0.082
H -1.6824 -1.3462 3.7754 -0.3127 -0.3147 0.6199 0.037
C 4.8769 2.2077 -1.4255 -0.3450 0.1991 0.7342 -0.050
C 6.3815 2.1316 -1.3142 0.3457 0.1947 -0.5767 -0.483
C 6.9154 0.9806 -2.1507 0.4076 -0.6375 0.3958 -0.062
O 6.8993 3.3628 -1.8488 -0.3377 0.1629 -0.1713 -0.060
H 4.5457 1.9088 -2.4196 -0.0594 0.3638 -0.0867 0.077
H 4.5609 3.2144 -1.1450 -0.0788 0.0730 -0.4380 0.087
H 4.3506 1.5716 -0.7105 0.3192 -0.3000 0.0011 0.049
H 6.7223 2.1186 -0.2746 -0.2133 -0.5226 0.0793 0.128
H 6.6297 -0.0149 -1.7967 -0.1693 0.1797 0.3017 0.061
H 8.0084 0.9750 -2.1434 0.0066 0.0974 -0.1907 0.079
H 6.5451 1.0279 -3.1744 0.1182 0.3082 -0.0428 0.085
H 7.8597 3.3400 -1.8216 0.0264 -0.0945 0.0067 0.082
C 2.9594 -3.1029 -1.9647 -0.7915 0.7343 -0.3554 -0.050
C 3.8177 -2.9418 -3.2420 0.4440 -0.2970 1.8778 -0.427
C 4.6903 -1.6761 -3.2221 -0.2719 0.3979 0.3560 -0.058
O 4.6824 -4.0939 -3.2668 -0.1855 0.0313 -0.6916 -0.067
H 3.4913 -3.4742 -1.0878 0.2995 -0.2515 -0.2650 0.070
H 2.1055 -3.7487 -2.1700 0.1590 -0.2638 0.1713 0.084
H 2.5268 -2.1607 -1.6095 0.0714 0.1149 -0.2788 0.047
H 3.1957 -3.0038 -4.1291 0.0200 0.0048 -0.0837 0.128
H 4.4793 -0.9501 -2.4281 -0.4452 -0.3511 0.2309 0.047
H 4.5828 -1.0638 -4.1181 0.5052 -0.3487 -0.2826 0.074
H 5.7042 -2.0101 -3.0046 0.2048 0.2493 -0.5856 0.076
H 5.0985 -4.1371 -2.4006 0.0001 -0.0811 -0.0039 0.077
C -0.7004 0.1520 0.3567 0.2216 0.2409 0.5263 -0.029
C 0.6101 -0.5409 -0.0152 -0.2478 0.1503 -0.7788 -0.461
C 1.7371 0.4555 -0.1484 -0.0001 0.6207 -0.2360 -0.054
O 0.9326 -1.5544 0.9349 -0.2247 0.7341 0.3189 -0.071
H -1.4573 -0.5398 0.7236 -0.0598 -0.2028 -0.3493 0.061
H -1.1062 0.7892 -0.4301 0.0149 -0.2071 -0.1821 0.075
H -0.5095 0.8278 1.2009 0.0669 -0.0030 0.0047 0.068
H 0.5420 -1.0032 -1.0059 -0.3212 -0.3562 0.4738 0.100
H 1.7212 1.1604 0.6900 0.4341 -0.2126 0.1344 0.090
H 1.6180 1.0782 -1.0423 -0.1986 -0.0789 -0.0073 0.069
H 2.6897 -0.0561 -0.2824 0.0723 0.0245 0.3448 0.059
H 0.8066 -1.1154 1.8009 0.1348 -0.6714 -0.0613 0.066
C 4.5191 -2.1891 1.3222 -0.1160 0.4583 0.2806 -0.052
C 5.0218 -1.2956 2.4402 0.1859 0.2686 -0.2747 -0.492
C 5.1339 0.1650 1.9902 -0.6593 -0.6495 0.5839 -0.048
O 4.0996 -1.4281 3.5243 0.0573 0.0215 0.1514 -0.055
H 5.0604 -1.9295 0.4104 0.1189 -0.4197 -0.0412 0.076
H 3.4627 -1.9816 1.1360 -0.0096 -0.0543 0.0672 0.060
H 4.6253 -3.2297 1.6223 0.0364 -0.0914 -0.3403 0.089
H 6.0211 -1.6313 2.7455 -0.0825 -0.1015 0.1307 0.135
H 4.1224 0.4763 1.7208 0.1169 0.1932 -0.2935 0.066
H 5.8213 0.2323 1.1506 0.0347 0.2861 -0.0075 0.068
H 5.4384 0.7836 2.8363 0.2743 0.1133 -0.1786 0.080
H 4.4865 -1.0189 4.3059 -0.0109 -0.0187 -0.0528 0.086
C 0.1783 -1.4060 -3.6404 0.2593 -0.1263 1.1795 -0.038
C 0.3319 0.0971 -3.7430 -0.8243 0.0923 -0.8995 -0.477
C 1.7459 0.5381 -4.0639 0.4684 -0.1299 0.3902 -0.049
O -0.5697 0.4825 -4.8017 0.1735 0.3426 0.1901 -0.052
H 0.6343 -1.7238 -2.6962 0.4070 -0.1593 -0.4260 0.040
H 0.6520 -1.9241 -4.4718 -0.0766 -0.0132 -0.0578 0.092
H -0.8510 -1.7344 -3.4943 -0.1938 0.3261 -0.5340 0.076
H -0.0191 0.5866 -2.8255 0.1151 -0.1520 0.1361 0.110
H 1.8947 1.6206 -4.0439 -0.2908 0.0517 -0.0216 0.077
H 2.0677 0.1806 -5.0430 -0.1287 -0.1122 -0.0029 0.091
H 2.4310 0.1336 -3.3113 0.0199 -0.0438 -0.0563 0.056
H -0.5694 1.4466 -4.8445 -0.0365 -0.0932 -0.1108 0.078
C -0.6439 3.6295 -2.2072 -0.0137 -1.1552 0.3788 -0.092
C -0.5117 4.9203 -1.4248 0.3941 -0.6164 -0.5691 -0.318
O -0.9480 5.9760 -2.2626 0.0650 0.1811 0.0330 -0.068
H -0.1749 2.8219 -1.6287 -0.0530 0.1046 0.1321 0.051
H -0.0872 3.6273 -3.1450 -0.0976 0.4406 -0.0693 0.074
H -1.6573 3.2691 -2.3980 -0.1178 0.4038 -0.0615 0.073
H 0.5609 4.9446 -1.1943 -0.0512 0.6504 0.1074 0.113
H -1.0593 4.8889 -0.4796 -0.1174 -0.0029 -0.0417 0.096
H -0.5941 6.8180 -1.9615 -0.0373 -0.0729 0.1202 0.086
C -0.9827 -4.9345 1.7333 0.8455 -0.3249 0.4283 -0.086
C 0.5146 -4.8654 2.0354 -0.3637 0.6889 -0.2718 -0.308
O 1.1774 -4.3628 0.8749 0.2931 -0.3481 0.4763 -0.101
H -1.4964 -5.3276 2.6153 -0.3500 0.3418 -0.1572 0.079
H -1.1835 -5.5790 0.8791 0.0415 -0.0262 -0.0308 0.071
H -1.2305 -3.9040 1.4790 -0.6225 -0.0787 0.1396 0.055
H 0.9556 -5.7988 2.3865 0.0276 -0.1415 -0.4626 0.108
H 0.6444 -4.1576 2.8670 0.0789 -0.0485 0.0146 0.099
H 1.0816 -3.3978 0.9133 0.0907 -0.0397 -0.2338 0.028
O 0.1737 -1.0774 3.6841 0.3811 0.2758 0.0688 -0.034
H 0.6528 -1.7561 4.1812 -0.0832 0.0593 -0.1257 0.082
H 0.4272 -0.2410 4.0986 -0.0351 -0.1493 -0.0261 0.081
```
Forces are in eV/Å.

> The highest frontier orbital gap belongs to which entry?

C31H86O12

> Which of these has the lowest energy relative to the best compared isomer or geometry (same formula, charge and spin)?

C31H86O12

> Among the records above, which one has the highest frontier orbital gap?

C31H86O12

> What is the LUMO energy in the second record?

-0.06 eV